Record 1
The following is a quantum chemistry calculation of C31H38NO2V as an isolated structure, from the Open Molecules 2025 dataset.

```
! wB97M-V def2-TZVPD RIJCOSX def2/J DEFGRID3
* xyz 1 2
O 5.563 -0.894 -1.035
C 6.228 -1.666 0.022
C 7.625 -1.544 -0.560
H 5.877 -2.705 0.051
H 6.120 -1.186 1.001
C 6.874 -0.752 -1.663
H 8.047 -2.501 -0.875
H 8.308 -0.963 0.061
C 6.921 -1.445 -3.012
H 6.611 -2.493 -2.923
H 7.942 -1.408 -3.416
H 6.254 -0.934 -3.715
C 7.272 0.708 -1.735
H 7.192 1.178 -0.747
H 6.608 1.231 -2.433
H 8.305 0.802 -2.095
V -2.248 1.567 -0.132
C -2.339 3.626 0.779
C -2.625 2.762 1.882
C -1.536 1.855 2.045
H -3.485 2.865 2.550
C -0.540 2.158 1.048
C -1.036 3.283 0.281
H -0.475 3.842 -0.467
H -2.931 4.485 0.454
H -1.406 1.140 2.863
H 0.460 1.734 0.991
C -3.281 1.308 -2.287
C -2.183 2.231 -2.262
C -0.991 1.478 -1.934
H -2.230 3.287 -2.521
C -1.374 0.103 -1.738
C -2.774 0.002 -1.996
H -3.339 -0.927 -2.036
H -4.308 1.558 -2.553
H 0.033 1.847 -1.936
H -0.686 -0.722 -1.539
O 1.572 -1.639 -0.497
C 2.112 -0.308 -0.688
C 3.167 -0.023 0.397
H 1.288 0.421 -0.586
H 2.526 -0.195 -1.708
C 3.388 -1.431 0.980
H 2.721 0.604 1.181
H 4.069 0.463 0.006
C 1.971 -1.978 0.864
H 3.873 -1.469 1.960
H 4.004 -1.972 0.249
H 1.334 -1.467 1.616
H 1.889 -3.070 1.007
C -2.541 -2.692 3.390
C -1.626 -2.273 2.419
C -1.968 -1.282 1.498
C -3.272 -0.725 1.520
C -4.205 -1.200 2.465
C -3.833 -2.159 3.406
N -3.607 0.325 0.661
C -4.958 0.492 0.293
C -5.727 -0.626 -0.101
C -7.030 -0.461 -0.559
C -7.591 0.821 -0.608
C -6.858 1.930 -0.159
C -5.538 1.781 0.254
H -2.256 -3.439 4.134
H -0.629 -2.711 2.380
H -1.236 -0.947 0.755
H -5.214 -0.783 2.465
H -4.568 -2.475 4.143
H -5.282 -1.624 -0.046
H -7.592 -1.330 -0.914
H -8.599 0.962 -1.000
H -7.296 2.930 -0.179
H -4.944 2.644 0.582
*
```

The value obtained for the highest occupied orbital energy (spin up / spin down) is -0.3836 / -0.3793 hartree. Its expectation value of S² is 0.83. The calculation puts the largest force on an atom at 0.06989 hartree/bohr.

These are the Mulliken partial charges, in e, on atoms 1 to 2: -0.331 -0.443

***

Record 2
The following is a quantum chemistry calculation of C31H39AlNO4P2S as an isolated structure, from the Open Molecules 2025 dataset.

```
! wB97M-V def2-TZVPD RIJCOSX def2/J DEFGRID3
* xyz 2 2
Al -0.375 -0.725 -0.254
C -1.290 -4.161 0.660
C -1.888 -3.268 1.741
C -3.212 -2.638 1.319
C -0.901 -2.221 2.281
C -1.226 -1.800 3.717
O -1.529 -0.385 3.619
C -1.310 0.028 2.394
N -0.927 -0.899 1.560
C -1.563 1.496 2.227
C -1.940 2.163 3.395
C -2.275 3.508 3.380
C -2.260 4.210 2.189
C -1.882 3.562 1.022
C -1.501 2.225 1.026
P -1.050 1.527 -0.580
C -2.460 1.817 -1.650
C -2.394 2.690 -2.729
C -3.524 2.883 -3.515
C -4.699 2.207 -3.225
C -4.760 1.329 -2.147
C -3.640 1.129 -1.361
C 0.403 2.394 -1.211
C 0.948 1.892 -2.397
C 2.094 2.464 -2.926
C 2.708 3.525 -2.272
C 2.176 4.017 -1.087
C 1.022 3.456 -0.557
H -2.033 -4.873 0.299
H -0.446 -4.735 1.049
H -0.951 -3.606 -0.215
H -2.077 -3.911 2.607
H -3.109 -2.085 0.381
H -3.614 -1.959 2.076
H -3.960 -3.413 1.151
H 0.118 -2.611 2.218
H -0.401 -1.906 4.416
H -2.111 -2.291 4.112
H -1.989 1.625 4.328
H -2.569 3.995 4.300
H -2.544 5.254 2.161
H -1.898 4.107 0.085
H -1.478 3.218 -2.963
H -3.483 3.564 -4.355
H -5.575 2.362 -3.841
H -5.678 0.801 -1.926
H -3.690 0.441 -0.522
H 0.483 1.055 -2.911
H 2.507 2.081 -3.849
H 3.602 3.972 -2.687
H 2.655 4.842 -0.577
H 0.628 3.842 0.373
C 4.831 -1.222 -3.304
C 3.697 -2.153 -2.980
O 2.756 -1.443 -2.100
P 1.928 -2.150 -0.964
O 3.095 -2.721 -0.056
C 2.843 -3.769 0.929
C 3.069 -3.216 2.311
O 1.481 -0.671 -0.129
C 2.545 0.278 0.316
C 2.150 0.912 1.618
H 5.513 -1.715 -3.998
H 5.389 -0.954 -2.408
H 4.461 -0.312 -3.778
H 4.047 -3.047 -2.464
H 3.131 -2.446 -3.861
H 3.532 -4.574 0.688
H 1.824 -4.142 0.794
H 4.086 -2.842 2.418
H 2.918 -4.003 3.051
H 2.374 -2.400 2.529
H 2.665 0.990 -0.497
H 3.440 -0.330 0.411
H 1.242 1.510 1.529
H 2.953 1.585 1.922
H 2.018 0.168 2.406
S -2.003 -2.050 -2.909
C -1.119 -1.473 -1.796
*
```

The value obtained for the highest occupied orbital energy (spin up / spin down) is -0.4426 / -0.5266 hartree. Its expectation value of S² is 0.75. The calculation puts the largest force on an atom at 0.01685 hartree/bohr.

These are the Mulliken partial charges, in e, on atoms 1 to 2: -2.386 -1.228

***

Record 3
The following is a quantum chemistry calculation of C31H39As3MnN2S2 as an isolated structure, from the Open Molecules 2025 dataset.

```
! wB97M-V def2-TZVPD RIJCOSX def2/J DEFGRID3
* xyz 4 4
Mn -0.281 -0.329 0.318
C 0.088 -0.111 -3.316
As -0.444 -1.336 -1.910
C 0.699 -2.871 -2.243
C -2.180 -2.060 -2.492
C -3.530 -1.348 -2.254
C -4.623 -2.434 -2.356
C -3.681 -0.770 -0.827
As -2.469 0.552 -0.047
C -2.625 2.196 -1.052
C -3.333 0.948 1.628
C -3.797 -0.244 -3.313
As -4.699 -0.768 -4.985
C -3.666 -1.959 -6.089
C -5.060 0.822 -6.001
H 0.017 -0.637 -4.267
H 1.127 0.179 -3.159
H -0.523 0.789 -3.339
H 0.175 -3.562 -2.900
H 0.969 -3.379 -1.319
H 1.606 -2.521 -2.733
H -2.216 -3.053 -2.039
H -2.026 -2.224 -3.562
H -4.547 -3.151 -1.538
H -4.528 -3.000 -3.286
H -5.621 -1.993 -2.316
H -3.668 -1.589 -0.103
H -4.658 -0.289 -0.732
H -3.690 2.388 -1.176
H -2.135 2.142 -2.021
H -2.186 3.008 -0.473
H -4.349 1.277 1.410
H -2.791 1.746 2.133
H -3.357 0.063 2.262
H -2.889 0.269 -3.646
H -4.477 0.512 -2.916
H -3.569 -2.948 -5.648
H -2.690 -1.492 -6.241
H -4.186 -2.039 -7.044
H -5.641 1.537 -5.424
H -5.615 0.535 -6.894
H -4.092 1.240 -6.287
S 1.999 4.278 5.145
C 2.539 5.736 4.483
C 2.397 5.784 3.126
C 1.838 4.599 2.620
C 1.559 3.665 3.597
C 1.002 2.342 3.446
C 0.626 1.863 2.178
N 0.124 0.635 1.980
C -0.030 -0.209 3.037
C 0.295 0.174 4.333
C 0.116 -0.792 5.392
C -0.330 -2.038 5.129
C -0.649 -2.448 3.782
C -1.064 -3.735 3.429
C -1.322 -4.081 2.100
C -1.181 -3.062 1.151
N -0.783 -1.822 1.461
C -0.502 -1.514 2.759
C -1.722 -5.415 1.683
C -1.715 -5.949 0.415
C -2.152 -7.288 0.371
C -2.483 -7.751 1.610
S -2.256 -6.588 2.819
C 0.799 1.465 4.520
H 2.943 6.506 5.124
H 2.690 6.634 2.528
H 1.662 4.449 1.562
H 0.736 2.497 1.307
H 0.365 -0.501 6.404
H -0.444 -2.759 5.929
H -1.168 -4.483 4.208
H -1.419 -3.260 0.114
H -1.362 -5.420 -0.464
H -2.211 -7.892 -0.521
H -2.843 -8.736 1.867
H 1.050 1.784 5.526
*
```

The value obtained for the highest occupied orbital energy (spin up / spin down) is -0.6193 / -0.6197 hartree. Its expectation value of S² is 3.91. The calculation puts the largest force on an atom at 0.01486 hartree/bohr.

These are the Mulliken partial charges, in e, on atoms 1 to 2: -0.392 -1.209

***

Record 4
The following is a quantum chemistry calculation of C31H39Br4N4OSSeSiW as an isolated structure, from the Open Molecules 2025 dataset.

```
! wB97M-V def2-TZVPD RIJCOSX def2/J DEFGRID3
* xyz 1 3
W 0.167 -1.121 -0.629
Br -1.866 -2.482 -1.142
C -3.343 -2.017 -4.650
Br -2.824 -0.323 -4.128
H -3.324 -2.787 -3.899
H -3.765 -2.129 -5.633
Br 4.450 1.148 1.235
C 2.776 0.908 2.067
C 2.527 1.392 3.337
C 1.268 1.228 3.909
Br 0.982 1.958 5.630
C 0.238 0.572 3.244
C -1.124 0.389 3.733
C -2.052 -0.140 2.941
C -1.802 -0.580 1.545
N -0.389 -0.563 1.139
C 0.538 0.067 1.980
C 1.771 0.244 1.374
O 1.861 -0.215 0.132
H 3.303 1.908 3.882
H -1.367 0.698 4.739
H -3.072 -0.262 3.284
H -2.189 -1.586 1.398
C 3.887 1.453 -2.717
N 2.611 1.069 -2.139
C 1.448 1.316 -2.711
S -0.089 0.909 -1.986
N 1.407 1.942 -3.883
C 0.195 2.236 -4.644
H 4.674 1.105 -2.056
H 3.975 2.539 -2.807
H 4.028 0.991 -3.696
H 2.582 0.705 -1.182
H 2.275 2.305 -4.245
H -0.402 1.335 -4.764
H 0.498 2.594 -5.624
H -0.403 3.003 -4.153
C -4.312 5.498 3.605
C -3.956 4.288 2.787
C -4.892 3.295 2.527
C -4.583 2.169 1.774
C -5.651 1.129 1.557
C -3.284 2.050 1.256
Se -2.890 0.475 0.222
C -2.323 3.038 1.492
C -0.918 2.991 0.953
C -2.680 4.138 2.264
H -5.305 5.403 4.041
H -4.299 6.397 2.988
H -3.596 5.647 4.413
H -5.894 3.394 2.930
H -6.569 1.424 2.063
H -5.348 0.154 1.942
H -5.874 0.993 0.499
H -0.691 2.049 0.460
H -0.195 3.143 1.756
H -0.768 3.789 0.221
H -1.933 4.901 2.459
C 3.721 -2.347 -2.629
Si 1.978 -2.997 -2.425
C 0.850 -2.098 -3.635
C 1.867 -4.833 -2.651
N 1.349 -2.618 -0.786
C 1.885 -3.233 0.381
C 1.032 -3.544 1.440
C 1.534 -4.116 2.598
C 2.885 -4.403 2.707
C 3.734 -4.119 1.646
C 3.242 -3.538 0.489
H 3.855 -1.963 -3.643
H 4.469 -3.126 -2.475
H 3.928 -1.539 -1.924
H 0.621 -2.829 -4.418
H 1.358 -1.257 -4.110
H -0.131 -1.754 -3.302
H 2.193 -5.107 -3.657
H 0.836 -5.167 -2.524
H 2.491 -5.371 -1.936
H -0.033 -3.369 1.338
H 0.859 -4.350 3.411
H 3.275 -4.854 3.610
H 4.789 -4.344 1.720
H 3.923 -3.297 -0.314
*
```

The value obtained for the highest occupied orbital energy (spin up / spin down) is -0.3825 / -0.3868 hartree. Its expectation value of S² is 2.02. The calculation puts the largest force on an atom at 0.01211 hartree/bohr.

These are the Mulliken partial charges, in e, on atoms 1 to 2: -2.216 -0.416

***

Record 5
The following is a quantum chemistry calculation of a 7-piece molecular cluster, C31H39F16N3O8S2 overall, from the Open Molecules 2025 dataset.

```
! wB97M-V def2-TZVPD RIJCOSX def2/J DEFGRID3
* xyz 0 1
O -0.385 3.396 -0.275
S 0.178 2.444 -1.259
O 1.232 2.919 -2.099
O 0.618 1.079 -0.450
C 1.816 1.177 0.307
C 1.971 -0.088 1.183
C -1.101 1.738 -2.322
H 1.966 2.102 0.864
H 2.602 1.193 -0.448
H 1.756 -0.883 0.468
H 1.288 -0.161 2.029
H 2.977 -0.310 1.539
H -0.716 0.989 -3.014
H -1.570 2.597 -2.800
H -1.771 1.150 -1.693
O -1.654 0.847 -5.322
S -1.570 0.455 -6.718
O -0.372 -0.303 -7.220
O -2.919 -0.364 -7.161
C -4.213 0.161 -6.738
C -5.288 -0.792 -7.075
C -1.828 1.935 -7.840
H -4.428 1.078 -7.285
H -4.319 0.339 -5.668
H -5.054 -1.839 -6.878
H -5.594 -0.733 -8.119
H -6.151 -0.466 -6.495
H -2.688 2.411 -7.368
H -2.145 1.720 -8.861
H -1.016 2.649 -7.703
N -0.797 0.639 3.677
C -0.368 0.699 4.965
C 0.276 1.773 5.559
C 0.375 2.986 4.903
C -0.201 3.089 3.593
C -0.679 1.884 3.059
H -0.510 -0.212 5.527
H 0.797 1.655 6.497
H 0.807 3.872 5.344
H -0.079 3.967 2.976
H -1.132 1.758 2.087
N 6.848 -0.027 5.050
C 5.934 -0.370 4.086
C 6.360 -1.081 2.925
C 7.602 -1.628 2.919
C 8.515 -1.345 3.914
C 8.128 -0.479 4.923
H 4.881 -0.131 4.089
H 5.750 -1.287 2.058
H 7.964 -2.209 2.083
H 9.524 -1.722 3.841
H 8.833 -0.132 5.664
N 4.358 3.245 2.008
C 3.474 3.157 3.047
C 3.909 2.914 4.344
C 5.264 2.803 4.605
C 6.157 2.847 3.530
C 5.643 3.114 2.264
H 2.434 2.953 2.843
H 3.143 2.861 5.104
H 5.576 2.631 5.625
H 7.203 2.624 3.682
H 6.384 2.957 1.494
C -0.924 -3.829 -2.333
C -2.309 -3.634 -3.010
C -3.340 -4.652 -2.569
F -2.989 -5.796 -3.125
F -3.546 -4.929 -1.270
F -2.901 -2.507 -2.599
F -2.315 -3.473 -4.335
O -0.152 -2.709 -2.964
C 0.574 -1.851 -2.094
C 1.556 -1.031 -3.030
F 2.336 -0.191 -2.466
F 2.338 -1.732 -3.904
F -0.356 -1.064 -1.576
F 1.212 -2.495 -1.189
H -0.651 -4.840 -2.636
H -1.068 -3.752 -1.255
H -4.321 -4.428 -2.987
H 0.934 -0.383 -3.649
C -4.103 -1.886 1.623
C -5.060 -2.849 2.325
C -4.943 -2.570 3.786
F -3.732 -2.974 4.249
F -5.122 -1.299 4.212
F -6.231 -2.630 1.899
F -4.825 -4.094 2.071
O -4.521 -0.567 1.410
C -3.706 0.322 0.650
C -4.179 1.800 0.767
F -3.346 2.671 0.189
F -5.408 2.062 0.432
F -2.488 0.203 1.070
F -3.759 -0.096 -0.623
H -3.659 -2.266 0.703
H -3.205 -1.861 2.241
H -5.727 -3.089 4.338
H -4.061 2.172 1.784
*
```

The value obtained for the highest occupied orbital energy is -0.3467 hartree. The structure (SMILES) is FC(F)C(F)(F)COC(F)(F)C(F)F.FC(F)C(F)(F)COC(F)(F)C(F)F.CCOS(C)(=O)=O.CCOS(C)(=O)=O.c1ccncc1.c1ccncc1.c1ccncc1. The calculation puts the largest force on an atom at 0.10224 hartree/bohr.

These are the Mulliken partial charges, in e, on atoms 1 to 2: -0.619 1.202

***

Record 6
The following is a quantum chemistry calculation of C31H39F9KOPSi3 as an isolated structure, from the Open Molecules 2025 dataset.

```
! wB97M-V def2-TZVPD RIJCOSX def2/J DEFGRID3
* xyz 0 1
K -0.888 0.442 -0.671
C -2.977 -2.748 -0.424
O -2.745 -1.367 -0.543
Si -3.972 -0.238 -0.931
C -5.571 -0.822 -0.096
C -4.269 -0.528 -2.780
C -3.301 1.368 -0.454
Si -3.713 2.805 -1.517
C -2.932 2.713 -3.252
C -5.576 3.073 -1.789
C -3.064 4.458 -0.838
Si -3.195 1.643 1.354
C -2.858 0.039 2.334
C -4.695 2.452 2.183
C -1.689 2.696 1.877
H -3.969 -2.961 -0.020
H -2.239 -3.179 0.258
H -2.886 -3.250 -1.393
H -5.915 -1.792 -0.457
H -6.346 -0.094 -0.348
H -5.516 -0.861 0.992
H -4.609 -1.553 -2.939
H -3.361 -0.391 -3.369
H -5.031 0.133 -3.190
H -3.310 1.882 -3.845
H -1.843 2.615 -3.200
H -3.140 3.631 -3.804
H -6.042 2.213 -2.272
H -5.777 3.949 -2.408
H -6.082 3.216 -0.832
H -1.977 4.467 -0.744
H -3.482 4.714 0.135
H -3.336 5.256 -1.530
H -3.634 -0.718 2.226
H -2.779 0.283 3.395
H -1.918 -0.439 2.041
H -5.587 1.846 2.018
H -4.896 3.439 1.765
H -4.560 2.566 3.259
H -0.735 2.249 1.575
H -1.654 2.777 2.965
H -1.712 3.707 1.473
F 7.296 3.474 1.354
C 6.857 3.378 0.085
F 6.540 4.617 -0.315
F 7.905 2.975 -0.653
C 5.703 2.427 -0.023
C 4.413 2.898 -0.200
C 3.363 1.995 -0.264
C 3.595 0.628 -0.153
C 4.903 0.169 0.026
C 5.953 1.061 0.090
P 2.140 -0.474 -0.153
C 2.654 -1.856 -1.222
C 2.153 -3.130 -0.953
C 2.431 -4.187 -1.799
C 3.202 -3.972 -2.936
C 3.686 -2.705 -3.228
C 3.412 -1.651 -2.373
C 3.479 -5.106 -3.878
F 2.541 -5.191 -4.842
F 3.499 -6.294 -3.253
F 4.660 -4.963 -4.501
C 2.258 -1.210 1.514
C 3.162 -2.219 1.851
C 3.233 -2.687 3.148
C 2.394 -2.151 4.121
C 1.477 -1.162 3.797
C 1.412 -0.698 2.494
C 2.452 -2.687 5.520
F 2.011 -1.799 6.424
F 1.696 -3.794 5.658
F 3.702 -3.030 5.874
H 4.227 3.958 -0.291
H 2.354 2.364 -0.400
H 5.102 -0.891 0.106
H 6.966 0.707 0.225
H 1.558 -3.305 -0.064
H 2.056 -5.175 -1.575
H 4.284 -2.544 -4.114
H 3.795 -0.667 -2.608
H 3.801 -2.655 1.095
H 3.938 -3.464 3.411
H 0.821 -0.755 4.554
H 0.698 0.080 2.249
*
```

The value obtained for the highest occupied orbital energy is -0.2561 hartree. The calculation puts the largest force on an atom at 0.01690 hartree/bohr.

These are the Mulliken partial charges, in e, on atoms 1 to 2: 0.959 -1.064